Record 1
Density functional theory data (the ωB97M-V functional and the def2-TZVPD basis) for C4H7NO in the gas phase.

Computed properties:
HOMO: -9.55 eV
calculated total energy: -286.5262 Ha
HOMO-LUMO gap: 0.38860 hartree
strongest force on any atom: 0.02209 hartree/bohr
net charge: 0
LUMO level: 0.03753 Ha
energy relative to the best compared isomer or geometry (same formula, charge and spin): 66.18 kcal per mole
SMILES: O[C@H]1C[C@H]2N[C@@H]12
2S+1: 1

Each line ends with the natural charge from an NBO analysis.
Element x y z (Å)
O: 1.83 0.76 0.37  -0.7093
C: 0.91 0.24 -0.54  0.0970
C: 0.32 -1.18 -0.19  -0.4259
C: -1.03 -0.51 0.12  -0.0876
N: -0.72 0.56 1.08  -0.6368
C: -0.51 0.77 -0.37  -0.1251
H: 1.37 0.71 1.23  0.4848
H: 1.32 0.35 -1.54  0.1860
H: 0.82 -1.72 0.61  0.2118
H: 0.25 -1.79 -1.10  0.2149
H: -2.02 -0.95 -0.03  0.2120
H: -1.45 1.24 1.25  0.3710
H: -1.08 1.53 -0.89  0.2073

***

Record 2
Density functional theory data (the ωB97M-V functional and the def2-TZVPD basis) for 21 unconnected molecules or ions with the total composition C63H168O21.

Computed properties:
HOMO: -9.53 eV
calculated total energy: -4081.1608 Ha
HOMO-LUMO gap: 0.36069 hartree
strongest force on any atom: 0.04784 hartree/bohr
net charge: 0
LUMO level: 0.01055 Ha
energy relative to the best compared isomer or geometry (same formula, charge and spin): 0.00 kcal per mole
2S+1: 1

Each line ends with the Löwdin charge.
Element x y z (Å)
C: 21.07 12.32 16.50  -0.0565
C: 20.63 11.59 15.24  -0.5179
C: 21.61 11.55 14.09  -0.0395
O: 20.39 10.26 15.68  -0.0667
H: 20.20 12.15 17.11  0.0713
H: 21.32 13.37 16.32  0.0603
H: 21.98 11.84 16.83  0.0858
H: 19.68 12.05 14.86  0.1257
H: 22.38 10.83 14.34  0.0849
H: 21.99 12.53 13.83  0.0640
H: 20.99 11.10 13.29  0.0680
H: 19.42 10.12 15.71  0.0380
C: 11.98 16.49 17.90  -0.0481
C: 12.59 16.57 16.48  -0.4635
C: 11.90 15.54 15.59  -0.0545
O: 12.33 17.88 15.91  -0.0666
H: 10.92 16.75 17.85  0.0975
H: 12.50 17.30 18.42  0.0465
H: 12.18 15.57 18.44  0.0583
H: 13.69 16.39 16.48  0.1248
H: 12.14 14.53 15.98  0.0808
H: 12.28 15.65 14.57  0.0680
H: 10.82 15.72 15.62  0.0868
H: 12.67 18.55 16.51  0.0292
C: 15.99 18.94 14.47  -0.0477
C: 15.98 18.78 12.96  -0.4919
C: 15.80 17.32 12.48  -0.0428
O: 14.97 19.58 12.39  -0.0535
H: 16.08 20.00 14.68  0.0705
H: 16.77 18.35 14.96  0.0735
H: 15.03 18.61 14.87  0.0677
H: 16.91 19.15 12.51  0.1234
H: 15.66 17.31 11.41  0.0793
H: 14.99 16.82 13.02  0.0684
H: 16.70 16.76 12.74  0.0569
H: 14.10 19.23 12.68  0.1010
C: 20.28 17.01 23.21  -0.0427
C: 19.87 18.40 23.67  -0.4843
C: 21.00 19.37 23.82  -0.0481
O: 18.82 18.76 22.77  -0.0831
H: 19.36 16.40 23.31  0.0818
H: 21.13 16.60 23.78  0.0904
H: 20.58 17.06 22.17  0.0575
H: 19.36 18.35 24.65  0.1429
H: 20.59 20.37 23.95  0.0852
H: 21.66 19.34 22.95  0.0775
H: 21.63 19.05 24.65  0.0841
H: 19.25 18.87 21.92  0.0448
C: 16.03 8.40 15.46  -0.0550
C: 16.94 9.07 16.43  -0.4847
C: 17.99 8.15 16.93  -0.0572
O: 17.61 10.21 15.84  -0.0675
H: 15.27 9.06 15.07  0.0519
H: 15.54 7.52 15.90  0.0941
H: 16.58 8.04 14.57  0.0941
H: 16.29 9.44 17.27  0.1275
H: 18.63 7.86 16.10  0.0920
H: 17.58 7.22 17.33  0.0931
H: 18.62 8.63 17.68  0.0679
H: 16.94 10.77 15.42  0.0429
C: 14.73 13.78 13.41  -0.0611
C: 15.74 12.72 13.38  -0.4833
C: 17.10 13.21 13.00  -0.0422
O: 15.83 12.08 14.67  -0.0989
H: 13.70 13.40 13.54  0.0824
H: 14.74 14.34 12.47  0.0863
H: 14.85 14.50 14.23  0.0786
H: 15.38 11.92 12.72  0.1272
H: 17.77 12.35 13.02  0.0625
H: 17.50 13.99 13.63  0.0577
H: 17.10 13.68 12.02  0.0781
H: 15.90 12.80 15.35  0.0632
C: 18.63 20.95 19.53  -0.0302
C: 18.72 19.45 19.38  -0.5406
C: 18.71 19.03 17.95  -0.0313
O: 19.82 19.04 20.13  -0.0592
H: 18.58 21.09 20.61  0.0884
H: 17.72 21.35 19.09  0.0616
H: 19.52 21.35 19.04  0.0948
H: 17.84 19.02 19.90  0.1277
H: 19.60 19.41 17.45  0.0777
H: 17.81 19.47 17.52  0.0769
H: 18.71 17.94 17.85  0.0672
H: 20.59 19.48 19.75  0.1190
C: 17.98 14.43 16.41  -0.0243
C: 16.83 14.37 17.43  -0.3916
C: 16.51 15.75 18.06  -0.0301
O: 15.64 13.95 16.71  -0.0966
H: 17.63 14.96 15.52  0.0725
H: 18.25 13.42 16.11  0.0613
H: 18.90 14.88 16.75  0.0596
H: 17.04 13.60 18.20  0.1236
H: 17.20 16.04 18.86  0.0586
H: 15.52 15.59 18.52  0.0729
H: 16.50 16.56 17.32  0.0710
H: 14.96 13.75 17.37  0.0439
C: 17.46 10.30 22.44  -0.0361
C: 18.52 10.06 21.36  -0.4479
C: 17.99 10.34 19.97  -0.0430
O: 19.61 10.98 21.58  -0.0718
H: 17.99 10.17 23.39  0.0825
H: 16.65 9.59 22.42  0.0839
H: 17.18 11.33 22.32  0.0588
H: 18.92 9.04 21.42  0.1419
H: 17.31 9.54 19.68  0.0819
H: 18.88 10.28 19.37  0.0782
H: 17.57 11.36 19.88  0.0769
H: 19.83 10.91 22.51  0.0930
C: 20.15 16.90 9.26  -0.0495
C: 18.99 16.82 10.27  -0.4616
C: 19.21 15.72 11.28  -0.0600
O: 18.89 18.05 11.03  -0.0762
H: 21.01 17.20 9.84  0.0729
H: 19.98 17.67 8.49  0.0845
H: 20.29 15.96 8.74  0.0799
H: 18.03 16.69 9.79  0.1278
H: 18.89 14.74 10.96  0.0680
H: 18.73 16.01 12.20  0.0553
H: 20.27 15.57 11.51  0.0774
H: 18.86 18.81 10.45  0.0899
C: 24.63 14.30 14.05  -0.0632
C: 25.22 14.85 15.32  -0.4816
C: 24.61 14.32 16.61  -0.0598
O: 26.65 14.51 15.41  -0.0746
H: 23.58 14.61 14.03  0.0705
H: 24.75 13.21 14.01  0.0896
H: 25.11 14.79 13.18  0.0908
H: 25.20 15.96 15.27  0.1350
H: 25.19 14.69 17.44  0.0700
H: 24.66 13.22 16.64  0.0915
H: 23.58 14.64 16.76  0.0632
H: 26.92 14.81 16.28  0.0672
C: 20.86 17.19 15.60  -0.0599
C: 21.75 18.19 14.89  -0.4676
C: 21.31 18.46 13.44  -0.0535
O: 21.70 19.44 15.60  -0.0634
H: 21.22 17.14 16.63  0.0747
H: 20.99 16.16 15.21  0.0782
H: 19.80 17.44 15.57  0.0716
H: 22.80 17.83 14.84  0.1299
H: 22.02 19.13 12.96  0.0764
H: 20.38 19.01 13.45  0.0808
H: 21.27 17.56 12.84  0.0603
H: 22.09 20.12 15.06  0.0781
C: 14.70 15.19 21.92  -0.0382
C: 16.18 14.83 21.81  -0.4484
C: 16.75 14.39 23.13  -0.0482
O: 16.27 13.77 20.80  -0.0978
H: 14.38 15.50 20.93  0.0667
H: 14.56 16.04 22.60  0.0754
H: 14.13 14.32 22.29  0.0944
H: 16.72 15.70 21.46  0.1282
H: 16.15 13.67 23.66  0.0809
H: 16.90 15.26 23.78  0.0796
H: 17.71 13.90 23.01  0.0657
H: 17.21 13.82 20.51  0.0538
C: 11.07 13.34 21.42  -0.0470
C: 10.51 14.39 20.45  -0.5272
C: 10.11 13.74 19.19  -0.0682
O: 9.37 15.04 21.02  -0.0455
H: 12.01 12.83 21.18  0.0615
H: 10.31 12.57 21.64  0.0836
H: 11.18 13.91 22.36  0.0748
H: 11.29 15.13 20.26  0.1038
H: 9.81 14.56 18.54  0.0748
H: 9.26 13.07 19.38  0.0943
H: 10.93 13.16 18.74  0.0795
H: 9.66 15.47 21.84  0.0487
C: 14.29 10.75 19.80  -0.0404
C: 14.57 11.64 18.58  -0.4692
C: 13.68 11.23 17.40  -0.0439
O: 14.29 13.01 18.88  -0.0733
H: 13.24 10.89 20.13  0.0836
H: 14.96 11.12 20.57  0.0552
H: 14.48 9.67 19.64  0.0890
H: 15.61 11.49 18.24  0.1223
H: 13.92 11.87 16.54  0.0560
H: 12.62 11.45 17.60  0.0842
H: 13.80 10.21 17.03  0.0787
H: 14.90 13.26 19.58  0.0508
C: 11.65 17.93 21.58  -0.0510
C: 11.01 17.95 22.98  -0.4656
C: 9.80 18.90 22.90  -0.0569
O: 10.53 16.67 23.34  -0.0525
H: 12.10 18.92 21.39  0.0783
H: 10.96 17.69 20.75  0.0918
H: 12.43 17.17 21.62  0.0569
H: 11.76 18.30 23.71  0.1162
H: 9.96 19.96 22.67  0.0789
H: 9.28 18.91 23.86  0.0673
H: 9.05 18.50 22.23  0.0809
H: 10.31 16.70 24.28  0.1051
C: 14.81 18.93 18.98  -0.0391
C: 14.09 20.23 18.69  -0.4519
C: 14.92 21.18 17.83  -0.0347
O: 12.89 19.86 17.98  -0.0659
H: 14.99 18.29 18.11  0.0749
H: 14.16 18.37 19.64  0.0670
H: 15.77 19.17 19.43  0.0594
H: 13.80 20.73 19.62  0.1344
H: 15.70 21.69 18.35  0.0577
H: 14.23 21.96 17.45  0.0908
H: 15.26 20.66 16.95  0.0613
H: 12.35 20.65 17.90  0.1025
C: 19.53 11.09 10.51  -0.0624
C: 18.99 9.71 10.85  -0.4578
C: 17.68 9.67 11.63  -0.0612
O: 18.87 8.97 9.59  -0.0737
H: 19.78 11.75 11.33  0.0552
H: 18.75 11.62 9.93  0.0831
H: 20.39 10.98 9.87  0.0767
H: 19.72 9.14 11.43  0.1366
H: 17.79 10.14 12.61  0.0684
H: 17.32 8.66 11.77  0.0759
H: 16.90 10.24 11.12  0.0779
H: 18.17 9.38 9.05  0.0861
C: 13.80 9.30 12.44  -0.0698
C: 12.69 9.31 13.43  -0.5036
C: 12.26 10.69 13.93  -0.0438
O: 11.53 8.74 12.77  -0.0592
H: 14.01 8.25 12.27  0.0824
H: 14.73 9.78 12.81  0.0629
H: 13.54 9.84 11.53  0.0924
H: 12.98 8.69 14.28  0.1277
H: 13.10 11.24 14.36  0.0480
H: 11.49 10.57 14.71  0.0880
H: 11.82 11.24 13.09  0.0895
H: 11.82 7.82 12.67  0.0857
C: 15.27 19.84 22.76  -0.0516
C: 15.58 19.37 24.16  -0.4988
C: 14.35 18.97 24.97  -0.0550
O: 16.42 18.23 24.13  -0.0560
H: 14.66 20.75 22.75  0.0871
H: 14.78 19.04 22.18  0.0736
H: 16.19 20.15 22.26  0.0669
H: 16.07 20.17 24.72  0.1367
H: 13.83 18.13 24.48  0.0644
H: 13.63 19.76 25.18  0.0801
H: 14.70 18.55 25.91  0.0755
H: 17.07 18.42 23.46  0.0300
C: 21.48 13.77 20.11  -0.0342
C: 20.14 14.35 20.55  -0.4808
C: 19.94 15.69 19.84  -0.0540
O: 19.09 13.46 20.27  -0.0681
H: 21.62 13.83 19.04  0.0648
H: 21.56 12.72 20.42  0.0820
H: 22.26 14.28 20.69  0.0842
H: 20.13 14.61 21.63  0.1303
H: 19.10 16.22 20.28  0.0608
H: 19.88 15.54 18.76  0.0685
H: 20.74 16.40 19.96  0.0675
H: 19.30 12.68 20.83  0.0567

***

Record 3
Density functional theory data (the ωB97M-V functional and the def2-TZVPD basis) for C5H13NSi in the gas phase.

Computed properties:
HOMO: -8.42 eV
calculated total energy: -542.5030 Ha
HOMO-LUMO gap: 0.34557 hartree
strongest force on any atom: 0.09211 hartree/bohr
net charge: 0
LUMO level: 0.03607 Ha
energy relative to the best compared isomer or geometry (same formula, charge and spin): 41.57 kcal per mole
SMILES: C=C[Si@H](C)N(C)C
2S+1: 1

Each line ends with the natural charge from an NBO analysis.
Element x y z (Å)
C: 1.49 0.05 2.10  -0.3425
C: 1.89 -0.18 0.79  -0.6659
C: -0.76 -1.31 -1.62  -0.4056
C: -1.75 -0.37 0.38  -0.3799
C: 0.17 2.33 0.04  -1.0846
N: -0.79 -0.32 -0.61  -0.8600
Si: 0.70 0.52 -0.46  1.5420
H: 2.08 -0.25 2.92  0.1990
H: 0.51 0.47 2.13  0.1810
H: 2.94 -0.39 0.52  0.2177
H: -0.27 -2.23 -1.18  0.1721
H: -1.75 -1.62 -1.99  0.1944
H: -0.25 -0.87 -2.45  0.2055
H: -1.81 -1.44 0.86  0.1632
H: -1.43 0.26 1.25  0.1937
H: -2.73 -0.07 0.04  0.1863
H: -0.45 2.33 0.94  0.2228
H: 1.00 3.04 0.17  0.2341
H: -0.59 2.72 -0.60  0.2339
H: 1.51 0.65 -1.63  -0.2072

***

Record 4
Density functional theory data (the ωB97M-V functional and the def2-TZVPD basis) for a molecular structure, C35H35AgN3OTe.

Computed properties:
HOMO (alpha / beta): -4.34 / -7.66 eV
calculated total energy: -2009.1032 Ha
HOMO-LUMO gap (alpha / beta): 0.13158 / 0.25417 hartree
strongest force on any atom: 0.02854 hartree/bohr
net charge: 0
LUMO level (alpha / beta): -0.02801 / -0.02721 Ha
expectation value of S²: 0.7701
2S+1: 2

Each line ends with the Mulliken spin population.
Element x y z (Å)
Ag: -2.19 -1.20 -0.08  0.0052
C: -5.70 -0.51 2.69  0.1517
C: -5.92 0.87 2.50  0.0101
C: -5.28 1.50 1.47  0.0638
C: -4.41 0.80 0.61  0.1114
N: -4.20 -0.55 0.82  0.1515
C: -4.85 -1.15 1.82  -0.0592
C: -3.78 1.41 -0.52  0.1367
C: -3.88 2.79 -0.81  0.0275
C: -3.36 3.31 -1.97  0.0410
C: -2.73 2.45 -2.87  0.1473
C: -2.59 1.13 -2.51  -0.0534
N: -3.05 0.60 -1.37  0.1639
H: -6.20 -1.04 3.48  0.0132
H: -6.60 1.41 3.15  0.0015
H: -5.48 2.55 1.31  0.0263
H: -4.69 -2.22 1.90  0.0014
H: -4.38 3.45 -0.12  0.0243
H: -3.44 4.37 -2.18  0.0062
H: -2.37 2.80 -3.83  0.0148
H: -2.10 0.43 -3.18  0.0032
C: 4.08 5.25 -2.08  -0.0001
C: 3.30 4.06 -1.62  0.0013
C: 2.81 3.98 -0.32  0.0000
C: 2.03 2.91 0.08  -0.0055
C: 1.46 2.82 1.47  0.0021
C: 1.77 1.88 -0.82  -0.0056
Te: 0.33 0.28 -0.40  -0.0002
N: -0.37 -0.70 1.19  0.0030
C: 0.08 -1.03 2.39  -0.0051
O: 1.06 -0.56 2.96  0.0012
C: -0.82 -2.07 3.02  0.0007
C: -1.12 -2.00 4.38  0.0000
C: -2.00 -2.91 4.94  0.0025
C: -2.56 -3.92 4.17  -0.0011
C: -2.23 -4.01 2.83  0.0003
C: -1.37 -3.09 2.25  0.0001
C: 1.75 -1.26 -0.77  -0.0010
C: 3.01 -1.26 -0.16  0.0009
C: 3.40 -0.24 0.86  -0.0006
C: 3.90 -2.27 -0.49  -0.0001
C: 3.58 -3.27 -1.39  0.0001
C: 4.56 -4.35 -1.74  0.0001
C: 2.30 -3.28 -1.94  0.0000
C: 1.38 -2.29 -1.64  -0.0010
C: 0.01 -2.36 -2.25  -0.0007
C: 2.24 1.95 -2.13  0.0134
C: 1.95 0.87 -3.14  0.0059
C: 3.01 3.03 -2.51  0.0052
H: 4.21 5.97 -1.28  0.0000
H: 3.55 5.74 -2.90  0.0000
H: 5.06 4.95 -2.45  0.0000
H: 3.04 4.78 0.38  0.0000
H: 1.91 3.56 2.13  0.0002
H: 1.61 1.83 1.89  -0.0016
H: 0.38 3.00 1.44  0.0006
H: -0.67 -1.23 4.98  -0.0001
H: -2.24 -2.85 5.99  -0.0002
H: -3.23 -4.64 4.62  -0.0004
H: -2.64 -4.81 2.22  -0.0001
H: -1.06 -3.22 1.22  -0.0006
H: 2.67 -0.25 1.68  -0.0001
H: 3.43 0.76 0.43  0.0004
H: 4.38 -0.47 1.27  0.0000
H: 4.88 -2.27 -0.03  0.0000
H: 5.53 -4.15 -1.30  0.0000
H: 4.68 -4.41 -2.82  0.0000
H: 4.20 -5.31 -1.39  0.0000
H: 2.03 -4.08 -2.62  -0.0002
H: -0.06 -3.19 -2.94  0.0001
H: -0.22 -1.44 -2.79  -0.0015
H: -0.76 -2.50 -1.47  0.0002
H: 0.91 0.54 -3.05  -0.0010
H: 2.60 0.01 -2.97  0.0001
H: 2.10 1.23 -4.15  -0.0007
H: 3.40 3.09 -3.52  0.0008

***

The highest strongest force on any atom belongs to which entry? C5H13NSi

***

Look up the net charge of the first one. 0